1.
Below is a 12-piece molecular cluster, C18H60N6O12 overall in a non-equilibrium geometry, with properties calculated with wB97M-V/def2-TZVPD.

The geometry in XYZ format:
```
96
Properties=species:S:1:pos:R:3
O 1.12 2.85 -20.18
O 3.21 2.16 -21.59
O 1.37 -0.29 -19.84
O -4.13 0.83 -28.11
O -2.20 5.51 -24.81
O 6.15 1.88 -24.12
O 2.63 3.61 -24.99
O -4.35 1.55 -22.11
O 2.84 -2.67 -25.94
O 0.99 0.38 -27.14
O 1.09 1.76 -23.62
O -0.11 -3.26 -23.92
N 5.60 -0.34 -24.17
N -2.28 5.26 -22.50
N 3.91 1.17 -24.50
N -3.25 3.72 -23.69
N 3.13 -2.00 -23.75
N 2.09 -0.60 -25.02
C -0.24 1.58 -23.96
C 2.67 -1.74 -24.91
C 0.24 3.87 -20.65
C -2.52 4.84 -23.65
C -2.90 0.54 -26.15
C -0.76 -2.24 -24.69
C 0.28 -1.08 -21.77
C 4.38 3.98 -20.73
C -3.91 -0.04 -27.13
C 5.21 0.90 -24.28
C 4.44 2.86 -21.68
C -1.08 -2.83 -26.06
C 2.22 4.64 -24.13
C -3.07 1.02 -21.99
C 0.15 -0.28 -20.51
C 0.76 5.06 -24.53
C -0.14 4.88 -19.61
C 1.70 1.64 -27.18
H -1.72 -2.00 -24.13
H -0.60 3.53 -21.25
H 0.55 5.94 -24.10
H -0.71 4.30 -18.89
H -0.67 5.68 -19.96
H -4.84 -0.40 -26.68
H 5.20 2.22 -21.41
H -0.66 0.81 -23.37
H 5.30 4.54 -20.79
H -0.28 1.32 -24.98
H -0.21 -1.31 -24.79
H -2.46 4.75 -21.62
H -1.81 6.10 -22.39
H -2.45 -0.19 -25.51
H -3.35 1.25 -25.53
H 3.56 2.13 -24.43
H 1.67 -0.32 -25.96
H 2.82 5.52 -24.27
H 0.84 4.56 -21.24
H 4.21 3.61 -19.72
H 1.02 -0.62 -22.47
H -4.63 1.53 -27.75
H -0.21 0.74 -20.76
H -4.68 1.27 -22.93
H -0.66 -1.06 -22.24
H -0.99 2.41 -23.94
H 4.62 3.16 -22.71
H 4.89 -0.98 -23.92
H 0.10 4.21 -24.21
H 1.57 -0.23 -24.31
H -2.52 1.55 -22.76
H 1.25 2.28 -26.40
H 3.41 -2.97 -23.63
H 3.18 0.43 -24.60
H 0.80 5.25 -19.06
H 0.70 -3.46 -24.32
H -1.53 -3.80 -26.07
H -0.17 -3.15 -26.61
H 1.42 2.11 -28.11
H -2.96 -0.07 -22.13
H 6.50 -0.31 -23.58
H 2.71 1.50 -27.19
H -3.53 3.39 -24.63
H 0.51 0.23 -27.91
H 0.70 -2.03 -21.59
H 2.81 4.15 -25.77
H 1.21 0.23 -19.04
H 0.47 5.15 -25.57
H 3.12 1.44 -22.18
H -1.54 -2.04 -26.70
H 3.48 4.55 -20.97
H 2.33 4.45 -23.06
H -3.35 -0.88 -27.50
H 1.81 2.86 -20.85
H 3.13 -1.42 -22.95
H 1.33 2.60 -24.00
H -0.67 -0.74 -19.86
H -1.97 0.98 -26.61
H -2.55 1.34 -21.09
H -3.60 3.15 -22.90
```

Results
- Structure (SMILES): NC(N)=O.NC(N)=O.NC(N)=O.CCO.CCO.CCO.CCO.CCO.CCO.CO.CO.CO
- Kohn-Sham gap: 0.32102 Eh
- Energy above the lowest of the compared OMol25 structures with the same formula, charge and spin: 873.70 kJ/mol
- Total energy: -1952.99869 a.u.

For reference, the Löwdin charges in units of e are:
1. O -0.074
2. O -0.080
3. O -0.054
4. O -0.013
5. O -0.129
6. O -0.137
7. O -0.121
8. O -0.091
9. O -0.114
10. O -0.119
11. O -0.092
12. O -0.056
13. N 0.161
14. N 0.202
15. N 0.169
16. N 0.151
17. N 0.178
18. N 0.145
19. C -0.157
20. C -0.625
21. C -0.333
22. C -0.654
23. C -0.072
24. C -0.314
25. C -0.084
26. C -0.063
27. C -0.366
28. C -0.613
29. C -0.309
30. C -0.070
31. C -0.261
32. C -0.163
33. C -0.346
34. C -0.046
35. C -0.085
36. C -0.068
37. H 0.122
38. H 0.086
39. H 0.031
40. H 0.077
41. H 0.022
42. H 0.127
43. H 0.092
44. H 0.046
45. H 0.086
46. H 0.048
47. H 0.070
48. H 0.140
49. H 0.107
50. H 0.039
51. H 0.028
52. H 0.069
53. H 0.096
54. H 0.109
55. H 0.092
56. H 0.092
57. H 0.063
58. H 0.073
59. H 0.092
60. H 0.056
61. H 0.036
62. H 0.082
63. H 0.098
64. H 0.036
65. H 0.061
66. H 0.036
67. H 0.022
68. H 0.081
69. H 0.149
70. H 0.026
71. H 0.118
72. H 0.033
73. H 0.068
74. H 0.084
75. H 0.092
76. H 0.097
77. H 0.170
78. H 0.060
79. H 0.124
80. H 0.081
81. H 0.074
82. H 0.127
83. H 0.091
84. H 0.084
85. H 0.041
86. H 0.062
87. H 0.063
88. H 0.099
89. H 0.099
90. H 0.013
91. H 0.114
92. H 0.016
93. H 0.135
94. H 0.100
95. H 0.092
96. H 0.078



2.
Below is a 12-piece molecular cluster, C18H60O12 overall in a non-equilibrium geometry, with properties calculated with wB97M-V/def2-TZVPD.

The geometry in XYZ format:
```
90
Properties=species:S:1:pos:R:3
O -23.99 8.54 11.27
O -16.61 -1.18 6.66
O -18.46 -1.91 2.27
O -22.63 -3.25 9.74
O -29.04 2.46 3.93
O -20.47 1.05 12.24
O -20.57 5.06 3.87
O -26.19 5.65 -2.40
O -22.88 9.85 3.65
O -15.68 5.14 -1.18
O -25.28 -2.58 0.25
O -14.03 3.03 9.01
C -23.90 -2.43 0.70
C -23.66 -3.53 8.83
C -13.25 5.06 9.76
C -17.54 -1.58 1.25
C -24.90 -3.70 9.64
C -23.55 7.17 11.39
C -28.61 1.87 2.71
C -25.86 6.42 -1.25
C -22.44 10.98 2.98
C -21.25 10.63 2.20
C -16.68 -2.33 7.41
C -21.30 4.01 4.37
C -16.00 5.84 -0.04
C -19.68 1.96 11.43
C -14.91 4.87 7.81
C -13.68 4.32 8.52
C -23.64 11.62 2.15
C -23.83 -2.30 7.89
H -15.90 5.12 0.78
H -14.83 4.71 -1.07
H -24.89 6.14 -0.84
H -23.26 12.51 1.66
H -22.61 -2.31 9.91
H -14.47 2.51 8.34
H -17.74 -2.36 7.67
H -13.23 6.15 9.72
H -25.87 7.49 -1.48
H -24.74 -2.36 7.29
H -20.82 11.52 1.74
H -13.87 4.81 10.63
H -15.09 4.26 6.93
H -16.08 -2.25 8.32
H -17.06 -1.35 5.84
H -24.60 8.64 10.54
H -23.68 10.03 4.14
H -29.90 2.80 3.67
H -23.74 -2.87 1.68
H -23.00 -2.16 7.20
H -24.19 11.01 1.44
H -17.79 -2.04 0.29
H -25.37 -2.12 -0.58
H -17.45 -0.51 1.09
H -25.17 -2.78 10.18
H -24.29 6.54 11.88
H -27.52 1.86 2.78
H -25.89 6.20 -3.13
H -24.87 -4.56 10.30
H -16.43 -3.22 6.84
H -28.90 2.53 1.90
H -29.02 0.88 2.50
H -15.31 6.68 0.00
H -20.50 10.17 2.84
H -19.92 1.96 10.36
H -23.23 6.78 10.43
H -14.67 5.85 7.39
H -22.08 11.65 3.76
H -24.00 -1.44 8.54
H -23.18 -2.83 -0.02
H -15.81 4.95 8.43
H -18.56 -2.86 2.18
H -25.73 -3.87 8.95
H -19.84 2.99 11.74
H -24.27 12.01 2.95
H -22.09 3.82 3.64
H -23.85 -1.36 0.90
H -21.73 4.27 5.34
H -17.02 6.21 -0.04
H -18.62 1.75 11.61
H -21.53 9.92 1.43
H -23.41 -4.43 8.27
H -21.11 5.86 3.91
H -12.23 4.75 9.97
H -16.55 -1.89 1.59
H -20.62 3.16 4.42
H -12.85 4.24 7.81
H -26.57 6.19 -0.46
H -20.10 1.06 13.12
H -22.62 7.21 11.97
```

Results
- Structure (SMILES): CC(C)O.CC(C)O.CC(C)O.CO.CO.CO.CO.CO.CO.CO.CO.CO
- Kohn-Sham gap: 0.37321 Eh
- Energy above the lowest of the compared OMol25 structures with the same formula, charge and spin: 695.94 kJ/mol
- Total energy: -1624.40340 a.u.

For reference, the Löwdin charges in units of e are:
1. O -0.136
2. O -0.121
3. O -0.125
4. O -0.054
5. O -0.123
6. O -0.135
7. O -0.118
8. O -0.123
9. O -0.047
10. O -0.119
11. O -0.144
12. O -0.067
13. C -0.138
14. C -0.504
15. C -0.063
16. C -0.169
17. C -0.079
18. C -0.147
19. C -0.169
20. C -0.165
21. C -0.538
22. C -0.075
23. C -0.193
24. C -0.200
25. C -0.200
26. C -0.144
27. C -0.060
28. C -0.492
29. C -0.032
30. C -0.054
31. H 0.079
32. H 0.081
33. H 0.071
34. H 0.069
35. H 0.083
36. H 0.082
37. H 0.077
38. H 0.077
39. H 0.076
40. H 0.074
41. H 0.087
42. H 0.083
43. H 0.074
44. H 0.083
45. H 0.075
46. H 0.064
47. H 0.089
48. H 0.066
49. H 0.073
50. H 0.077
51. H 0.077
52. H 0.076
53. H 0.063
54. H 0.077
55. H 0.084
56. H 0.073
57. H 0.078
58. H 0.066
59. H 0.082
60. H 0.077
61. H 0.074
62. H 0.075
63. H 0.078
64. H 0.086
65. H 0.076
66. H 0.071
67. H 0.075
68. H 0.131
69. H 0.077
70. H 0.074
71. H 0.085
72. H 0.069
73. H 0.075
74. H 0.065
75. H 0.066
76. H 0.077
77. H 0.072
78. H 0.078
79. H 0.082
80. H 0.073
81. H 0.088
82. H 0.138
83. H 0.079
84. H 0.076
85. H 0.073
86. H 0.084
87. H 0.130
88. H 0.074
89. H 0.065
90. H 0.074



3.
Below is a 13-piece molecular cluster, C18H62O13 overall in a non-equilibrium geometry, with properties calculated with wB97M-V/def2-TZVPD.

The geometry in XYZ format:
```
93
Properties=species:S:1:pos:R:3
O -4.27 -4.14 -13.03
O -12.40 -5.80 -9.30
O -7.54 -6.97 -12.42
O -7.67 -4.29 -5.80
O -10.46 -3.38 -11.55
O -7.18 -6.45 -9.79
O -7.96 -10.49 -12.03
O -9.41 0.01 -10.62
O -2.78 -5.96 -8.25
O -6.22 -8.21 -8.12
O -11.57 -1.24 -9.28
O -3.94 -2.31 -11.00
O -11.47 -5.09 -6.90
C -8.30 -8.26 -7.23
C -11.49 -7.87 -9.95
C -3.95 -5.22 -8.51
C -8.69 -3.29 -5.67
C -8.71 -4.96 -8.90
C -5.17 -2.09 -10.56
C -8.07 -0.14 -10.17
C -12.17 -6.59 -10.47
C -8.94 -6.91 -12.73
C -5.07 -5.09 -12.37
C -8.11 -1.17 -9.07
C -7.30 -5.17 -9.25
C -11.27 -2.42 -8.42
C -11.10 -6.23 -6.21
C -10.00 -2.62 -12.62
C -7.01 -9.05 -7.31
C -8.31 -9.68 -10.95
C -8.54 -2.90 -12.68
H -10.53 -6.12 -5.32
H -8.34 -10.24 -10.03
H -11.35 -8.58 -10.83
H -12.86 -4.96 -9.56
H -7.98 -7.29 -6.94
H -5.42 -1.06 -10.54
H -7.40 -6.70 -11.47
H -7.71 0.71 -9.64
H -8.36 -2.19 -5.92
H -8.70 -2.13 -9.34
H -3.44 -4.53 -13.33
H -11.96 -2.65 -7.63
H -8.52 -0.77 -8.13
H -11.32 -6.06 -10.99
H -11.58 -5.41 -7.78
H -7.11 -10.03 -7.80
H -8.93 -5.75 -8.26
H -5.39 -2.35 -9.58
H -9.41 0.40 -11.57
H -6.09 -4.72 -12.52
H -10.56 -7.53 -9.56
H -7.22 -4.24 -6.62
H -8.94 -7.39 -13.72
H -6.68 -5.04 -8.39
H -7.07 -4.46 -10.01
H -10.52 -2.93 -13.58
H -9.32 -9.31 -11.16
H -4.60 -5.99 -8.82
H -7.11 -1.44 -8.85
H -3.82 -4.55 -9.30
H -5.31 -8.35 -7.88
H -9.39 -5.16 -9.76
H -3.88 -3.22 -11.42
H -8.90 -4.03 -8.41
H -9.46 -3.46 -6.40
H -11.97 -8.43 -9.17
H -10.86 -1.17 -9.90
H -8.82 -8.46 -8.14
H -7.10 -10.81 -11.84
H -9.66 -7.53 -12.08
H -5.93 -2.59 -11.17
H -10.53 -6.78 -6.98
H -6.92 -7.12 -9.06
H -6.51 -9.24 -6.35
H -10.18 -1.53 -12.39
H -8.95 -8.66 -6.46
H -7.46 -0.44 -11.01
H -11.98 -6.83 -6.00
H -5.01 -6.08 -12.72
H -4.88 -5.18 -11.30
H -8.42 -3.83 -13.18
H -8.16 -3.17 -11.75
H -11.19 -3.33 -9.02
H -7.92 -2.26 -13.29
H -9.11 -3.24 -4.70
H -4.48 -4.61 -7.68
H -11.40 -3.20 -11.51
H -13.07 -6.68 -11.08
H -7.65 -8.91 -10.79
H -2.98 -6.53 -7.49
H -10.37 -2.19 -7.93
H -9.31 -5.89 -12.64
```

Results
- Kohn-Sham gap: 0.35551 Eh
- Energy above the lowest of the compared OMol25 structures with the same formula, charge and spin: 829.06 kJ/mol
- Total energy: -1700.80620 a.u.

For reference, the Löwdin charges in units of e are:
1. O -0.105
2. O -0.123
3. O -0.164
4. O -0.104
5. O -0.090
6. O -0.111
7. O -0.071
8. O -0.120
9. O -0.093
10. O -0.089
11. O -0.119
12. O -0.078
13. O -0.126
14. C -0.070
15. C -0.079
16. C -0.169
17. C -0.126
18. C -0.064
19. C -0.243
20. C -0.285
21. C -0.272
22. C -0.127
23. C -0.141
24. C -0.075
25. C -0.307
26. C -0.110
27. C -0.161
28. C -0.324
29. C -0.270
30. C -0.173
31. C -0.079
32. H 0.078
33. H 0.077
34. H 0.092
35. H 0.128
36. H 0.078
37. H 0.065
38. H 0.034
39. H 0.102
40. H 0.109
41. H 0.088
42. H 0.100
43. H 0.075
44. H 0.087
45. H 0.096
46. H 0.001
47. H 0.112
48. H 0.036
49. H 0.040
50. H 0.141
51. H 0.076
52. H 0.041
53. H 0.009
54. H 0.091
55. H 0.087
56. H 0.092
57. H 0.136
58. H 0.059
59. H 0.040
60. H 0.039
61. H 0.044
62. H 0.098
63. H 0.098
64. H 0.070
65. H 0.047
66. H 0.027
67. H 0.071
68. H -0.009
69. H 0.060
70. H 0.064
71. H 0.059
72. H 0.076
73. H 0.062
74. H 0.064
75. H 0.121
76. H 0.106
77. H 0.089
78. H 0.097
79. H 0.078
80. H 0.067
81. H 0.064
82. H 0.049
83. H 0.038
84. H 0.046
85. H 0.090
86. H 0.063
87. H 0.116
88. H 0.094
89. H 0.122
90. H 0.035
91. H 0.081
92. H 0.024
93. H 0.049